{"formula": "C9H17N4O", "method": "ωB97M-V/def2-TZVPD", "elements": ["O", "N", "N", "N", "N", "C", "C", "C", "C", "C", "C", "C", "C", "C", "H", "H", "H", "H", "H", "H", "H", "H", "H", "H", "H", "H", "H", "H", "H", "H", "H"], "coordinates": [[-0.79569, -0.74548, 3.35532], [0.37893, -1.19467, -2.64098], [-0.73841, 1.37035, -0.18213], [1.43802, 1.20198, -1.23463], [0.72857, -0.41204, 0.26500], [-2.01471, 1.38597, -2.26407], [1.56685, -0.68698, 2.53487], [0.17877, -1.34059, 2.50149], [1.58311, 0.26805, 1.30349], [-1.80245, -0.15144, -2.26587], [0.22195, 0.41994, -0.80714], [-0.37112, -0.97454, 1.06763], [-0.30714, -0.45294, -1.93409], [-1.73948, 1.82503, -0.81918], [-0.50559, -0.58453, 4.22784], [1.49874, 1.37299, -2.21765], [1.24006, -1.12578, -0.17897], [1.66887, -0.09446, 3.47162], [-2.36902, 2.30082, -0.19017], [2.30354, -1.45757, 2.32868], [1.78979, 2.09800, -0.86656], [-2.97861, 1.66579, -2.66618], [-2.35297, -0.64094, -1.51892], [-0.96894, -0.15441, 1.21637], [-1.94316, -0.53741, -3.23468], [1.02205, 1.10055, 1.65557], [1.40738, -1.29130, -2.45756], [-1.03049, -1.75817, 0.53042], [2.51382, 0.55826, 0.67571], [-1.21570, 2.00557, -2.85825], [0.24916, -2.33864, 2.66427]], "lowdin_charge": [0.010, 0.206, 0.110, 0.115, -0.042, -0.100, -0.058, -0.285, -0.063, -0.080, -0.431, -0.025, -0.312, -0.081, 0.082, 0.079, 0.161, 0.145, 0.092, 0.122, 0.116, 0.109, 0.102, 0.082, 0.105, 0.120, 0.101, 0.185, 0.161, 0.161, 0.112], "relative_energy_ev": 1.534, "energy_ev": -17607.86838, "total_charge": 1}